Here is a 10-piece molecular cluster, C24H60BF4N3O6 overall at a distorted geometry from the OMol25 dataset. Energies are from ωB97M-V with the def2-TZVPD basis set.

Computed properties:
Lowest unoccupied orbital energy ... -0.25 eV
Orbital gap ... 8.35 eV
ΔE to the lowest compared entry with this formula, charge and spin ... 660.6 kJ/mol
E_HOMO ... -8.60 eV
M ... 573.6 g mol⁻¹
Total charge ... 0

XYZ file:
```
98
Properties=species:S:1:pos:R:3:forces:R:3:lowdin_charge:R:1
C 6.667 -3.594 0.793 -2.1378 0.5139 -2.5032 -0.07
C 5.299 -3.090 1.334 -0.7457 -4.2021 -0.9211 -0.22
C 4.199 -3.023 0.223 1.6090 4.7402 4.8953 -0.09
N 2.764 -2.747 0.680 2.0541 -0.7454 0.2669 -0.19
C 2.814 -1.480 1.415 -3.9375 4.5217 0.9104 -0.04
C 2.071 -3.896 1.450 -0.4288 -0.1067 -6.6169 -0.09
C 0.612 -3.683 1.233 -2.9198 -3.6545 -0.4562 -0.15
C 0.526 -3.059 -0.188 -0.0935 6.7368 5.7934 -0.12
C 1.895 -2.575 -0.562 0.2480 -0.3485 -0.9186 -0.09
H 7.362 -3.590 1.541 1.7097 -0.0761 2.2533 0.03
H 7.026 -2.746 0.119 -0.2587 -1.6406 0.0815 0.11
H 6.653 -4.665 0.378 -0.0780 1.8672 0.0808 0.11
H 5.454 -2.309 1.933 0.5814 4.3898 1.2502 0.05
H 4.967 -3.683 2.156 -0.4118 -1.7561 0.3846 0.10
H 4.612 -3.610 -0.447 -0.4402 -4.6614 -3.6047 0.07
H 4.652 -2.146 -0.212 -1.2662 1.3804 -0.6151 0.13
H 1.622 -1.000 1.780 3.4001 -1.7580 -1.8013 0.19
H 3.378 -0.654 0.927 -1.0197 -0.8005 -1.1389 0.08
H 3.309 -1.225 2.319 0.8302 -2.0918 1.5846 0.06
H 2.259 -4.248 2.332 2.1455 -0.2852 5.8718 0.07
H 2.496 -4.728 0.844 -0.8901 0.1204 -0.0643 0.15
H -0.007 -3.307 2.114 1.2237 0.4947 -1.3519 0.11
H 0.016 -4.776 1.126 1.9684 2.4536 0.3769 0.18
H -0.056 -2.026 0.054 0.7757 -2.4153 -1.1089 0.16
H -0.003 -3.596 -0.810 -2.2640 -2.6657 -3.5129 0.06
H 1.959 -1.523 -0.778 -0.2929 0.3877 -0.1377 0.12
H 2.276 -3.077 -1.474 0.3717 -0.1566 0.9451 0.15
B -0.259 0.977 -0.620 -3.2148 -0.9810 0.8102 -1.34
F -0.428 0.218 0.585 0.3300 -0.2476 -0.2092 0.07
F 0.134 0.218 -1.662 1.2134 -0.8542 -0.6303 0.20
F -1.571 1.457 -0.969 -0.0893 0.0203 0.3054 0.09
F 0.491 2.049 -0.345 1.7431 1.2020 0.5612 0.19
C 4.190 2.255 0.392 -3.9126 -5.9984 6.0393 0.03
C 4.632 1.436 1.615 0.7191 0.6735 -0.4272 -0.21
N 5.001 0.811 2.518 -0.5879 0.4810 -0.9931 0.13
H 4.392 3.173 0.473 1.8286 7.2161 0.9479 0.01
H 4.582 1.867 -0.402 2.0361 -2.4336 -4.8578 0.03
H 3.109 2.140 0.482 -0.1797 0.1108 -0.7839 0.09
C -3.751 -0.317 1.954 2.6771 2.8734 0.5407 -0.10
C -5.132 0.234 1.703 -0.0126 -1.6570 0.6669 -0.32
N -6.208 0.631 1.551 1.0821 -0.1922 0.0317 0.13
H -3.321 0.344 2.908 -1.1259 -1.7418 -2.3174 0.12
H -3.364 -1.432 2.131 -1.8166 2.4070 -0.7674 0.11
H -3.166 0.217 1.062 -0.7028 -1.6368 1.8017 0.08
C 0.840 -1.399 4.717 1.3687 -2.5716 0.2217 -0.09
C -0.428 -0.964 4.070 5.5741 0.4376 -6.0405 -0.44
O -1.305 -1.938 3.806 -5.5900 -0.5360 1.7407 -0.09
H 1.666 -2.111 4.118 -2.4455 2.0688 1.0399 0.12
H 0.491 -2.062 5.530 0.7301 0.4364 0.2955 0.08
H 1.323 -0.489 5.046 0.5165 -0.1559 0.3934 0.05
H 0.004 -0.530 2.976 -1.4368 -0.4649 2.4183 0.13
H -0.898 -0.206 4.526 -0.9763 3.1955 1.8939 0.07
H -2.153 -1.490 4.270 2.2979 -2.5813 -1.9656 0.17
C -0.754 4.597 -4.148 1.9964 -4.3620 -1.3231 -0.07
C -0.611 3.797 -2.880 -1.0463 0.2766 1.8256 -0.36
O 0.721 3.451 -2.575 0.1631 -3.0736 2.3274 -0.14
H -0.073 4.068 -4.952 -1.2669 0.8802 1.4799 0.13
H -0.353 5.470 -3.989 2.2228 5.1709 0.4609 0.00
H -1.689 4.727 -4.591 -1.8292 -0.1796 -0.1830 0.05
H -1.078 2.912 -3.186 -1.3327 -1.7419 0.4019 0.07
H -1.056 4.181 -1.848 0.1683 -0.2020 -2.5220 0.15
H 0.570 2.624 -1.844 1.1622 3.8819 -3.1410 0.13
C 1.456 2.104 3.500 0.9556 2.6658 0.6269 -0.07
C 0.431 2.986 2.715 1.3785 -4.1443 -2.8279 -0.28
O -0.678 2.135 2.707 -3.0722 -1.2754 -0.5859 -0.14
H 2.232 2.786 3.818 0.6336 0.4286 0.5205 0.05
H 2.088 1.424 2.914 -1.0301 -0.4937 -0.0210 0.04
H 1.036 1.732 4.469 0.1340 -0.0818 -1.2385 0.08
H 0.658 3.097 1.634 0.9851 -0.3366 0.3917 0.10
H 0.293 4.017 2.858 -0.8480 1.1544 1.9073 0.10
H -0.740 1.433 1.967 0.8416 2.0966 1.4512 0.09
C -4.244 3.786 -0.677 -2.3171 -4.2505 3.5819 -0.08
C -3.610 3.558 0.754 -0.1837 2.1525 -2.3182 -0.24
O -2.209 3.888 0.569 -0.7930 1.5884 1.5726 -0.12
H -3.807 3.106 -1.378 -0.0824 -0.1015 -0.7610 0.04
H -4.172 4.773 -0.847 0.6847 3.3578 -1.1169 0.02
H -5.358 3.603 -0.449 1.3125 -0.1242 -1.0699 0.10
H -3.613 2.521 1.127 -0.8776 0.6462 0.2248 0.08
H -4.269 4.425 1.269 2.3301 -2.3042 0.2262 0.15
H -1.761 3.192 0.107 -0.0830 -0.8138 -0.3940 0.01
C -1.757 -1.793 -5.851 3.6292 1.3236 -2.7761 -0.07
C -1.372 -0.709 -5.032 -11.7183 -3.6589 7.9084 -0.32
O -0.842 -1.240 -3.812 -0.5771 1.7417 1.6397 -0.08
H -0.857 -2.335 -5.828 1.0788 -1.6064 -0.8646 0.09
H -2.007 -1.442 -6.809 -0.2706 0.1505 -1.5131 0.09
H -2.462 -2.311 -5.464 -4.8881 -3.5859 2.5032 0.02
H -2.344 -0.098 -4.758 2.0975 -0.4151 -0.6084 0.16
H -0.698 -0.278 -5.385 9.9866 7.7810 -5.8926 0.00
H -0.937 -0.430 -3.225 0.6481 -1.8449 -0.4559 0.08
C -5.125 -0.984 -3.134 -4.1724 -1.7547 3.9345 -0.05
C -4.083 -0.570 -2.175 -0.5442 0.1822 2.0523 -0.31
O -3.650 0.647 -2.589 -4.8521 1.1554 -6.4392 -0.02
H -4.982 -1.093 -4.093 2.9073 0.2238 -5.2479 0.01
H -5.843 -0.216 -3.143 -1.3224 1.1127 0.2566 0.07
H -5.763 -1.940 -3.160 0.9685 0.8516 1.8015 0.12
H -3.265 -1.150 -2.252 2.7792 -3.0342 -0.1967 0.06
H -4.131 -0.370 -1.044 -1.7475 -1.4187 -1.0936 0.14
H -3.029 0.852 -2.038 6.0325 2.6696 4.8366 -0.06
```
Forces are in eV/Å.